No. 1
Density functional theory data (ωB97M-V/def2-TZVPD) for C34H29IrN4O7S as an isolated structure.

Properties
- multiplicity = 6
- E_tot (eV) = -69695.550
- M (g mol⁻¹) = 829.91
- F_max (eV Å⁻¹) = 0.29
- Kohn-Sham gap (spin up / spin down) (eV) = 7.67 / 5.45
- HOMO level (spin up / spin down) (eV) = -5.069 / -5.163
- total charge = -1

Geometry as XYZ:
```
76
Properties=species:S:1:pos:R:3:forces:R:3
Ir -0.448032 0.513111 0.161148 0.15 -0.05 0.05
O 1.772877 3.358943 3.006596 0.04 -0.07 -0.01
C 0.787010 4.248564 3.198058 0.05 -0.01 0.01
C 0.924146 5.138519 4.266620 -0.02 0.04 0.04
C -0.052787 6.077907 4.527091 0.00 -0.01 0.00
C -1.191725 6.153762 3.727782 0.01 -0.01 0.00
C -1.329421 5.274604 2.670657 -0.02 0.01 -0.01
C -0.356553 4.316740 2.387248 -0.10 0.02 -0.04
C -0.543157 3.364764 1.262869 -0.09 -0.11 -0.21
O 0.407381 2.509814 1.038968 -0.09 0.15 -0.03
N -1.645647 3.405867 0.566097 0.25 -0.03 0.15
N -1.575207 2.422171 -0.429210 -0.06 -0.03 -0.07
C -1.858352 2.845196 -1.603590 0.05 -0.05 0.14
C -1.766426 2.089892 -2.835353 0.00 -0.01 -0.03
C -1.783693 2.792872 -4.045533 -0.03 0.01 0.04
C -1.623199 2.149606 -5.253552 0.03 -0.07 -0.04
C -1.431761 0.763051 -5.256523 -0.02 0.11 -0.02
C -1.426469 0.047264 -4.081246 -0.02 -0.02 0.10
C -1.615851 0.686815 -2.836990 -0.03 -0.01 0.01
O -1.698602 -0.011211 -1.733808 -0.01 0.03 -0.07
H 1.512957 2.806498 2.222089 0.01 0.03 0.03
H 1.814462 5.062054 4.877621 0.00 0.00 0.00
H 0.071440 6.758276 5.361524 0.00 0.00 0.00
H -1.959221 6.888934 3.932020 0.00 0.00 0.00
H -2.203750 5.300908 2.033220 0.01 0.01 0.01
H -2.126033 3.898958 -1.680850 -0.02 0.02 -0.02
H -1.915789 3.869728 -4.014988 0.01 0.00 -0.01
H -1.630172 2.707942 -6.180274 0.00 0.00 0.00
H -1.281977 0.242434 -6.195439 0.00 0.01 0.00
H -1.270250 -1.024506 -4.079490 0.00 0.00 0.01
O 2.493130 -1.812488 1.485799 0.05 -0.01 0.02
C 1.805964 -0.881311 1.880124 -0.03 -0.07 -0.04
O 1.454737 0.147870 1.205755 -0.06 0.09 0.01
C 1.407979 -0.870545 3.356850 0.03 0.01 0.06
C 2.173296 -1.649924 4.211763 -0.03 -0.03 -0.04
C 1.977962 -1.632212 5.584991 -0.01 0.01 0.03
C 1.000977 -0.812479 6.140175 0.01 0.04 -0.01
C 0.223174 -0.030376 5.311293 -0.04 -0.03 0.07
C 0.387789 -0.063327 3.912311 0.01 -0.01 -0.14
S -0.751190 0.851085 3.001252 0.07 0.04 0.01
H 2.937632 -2.268345 3.760118 -0.01 0.01 0.00
H 2.601689 -2.244124 6.225465 -0.01 0.00 0.00
H 0.856151 -0.776381 7.212613 0.00 -0.01 -0.01
H -0.543385 0.616915 5.718692 0.01 -0.01 -0.01
C 3.077826 -5.476449 -4.600082 0.00 -0.02 0.00
C 2.476486 -4.413982 -3.718910 0.00 0.04 0.02
C 1.124238 -4.416535 -3.414299 0.02 0.02 -0.01
C 0.555334 -3.431793 -2.609015 -0.10 -0.11 0.01
C -0.912461 -3.513179 -2.273438 -0.04 0.01 -0.03
C 1.369188 -2.410474 -2.123755 0.00 0.00 0.03
C 2.736874 -2.381223 -2.414004 0.09 0.02 -0.05
C 3.630843 -1.299335 -1.872741 0.00 0.03 0.02
C 3.267962 -3.393796 -3.201320 0.01 -0.02 -0.01
C 0.769393 -1.330435 -1.287538 0.05 0.22 -0.01
O 1.009689 -0.124068 -1.564375 -0.13 -0.13 0.09
O 0.001275 -1.643452 -0.332005 -0.05 0.09 0.03
H 2.391328 -6.313326 -4.732306 0.00 0.00 0.00
H 4.006188 -5.862091 -4.174914 0.00 0.00 0.00
H 3.313384 -5.078495 -5.590147 0.00 0.00 0.00
H 0.490426 -5.207176 -3.804266 0.00 0.00 0.00
H -1.433592 -4.119207 -3.016486 0.00 -0.02 -0.01
H -1.377856 -2.528796 -2.218213 0.02 -0.03 -0.01
H -1.052072 -3.971818 -1.292531 0.01 0.01 -0.01
H 3.477188 -1.173557 -0.799190 0.00 0.00 -0.02
H 3.406013 -0.340665 -2.342445 0.01 -0.04 0.02
H 4.675480 -1.551611 -2.055876 0.03 0.00 0.00
H 4.332443 -3.384691 -3.415636 0.00 0.00 0.00
N -3.532460 -0.515356 -0.043139 0.13 -0.02 0.06
C -4.582474 -1.212685 0.406258 -0.04 -0.01 0.03
C -4.285663 -1.609580 1.695171 -0.01 0.01 -0.05
C -2.996663 -1.110068 1.926891 -0.05 0.00 0.00
N -2.556287 -0.451540 0.863432 -0.02 -0.03 -0.04
H -3.228345 -0.212242 -0.978196 -0.02 -0.01 -0.04
H -5.450533 -1.374050 -0.210427 0.01 -0.01 0.01
H -4.903261 -2.178179 2.367627 -0.01 0.00 -0.01
H -2.382013 -1.204013 2.805896 0.00 -0.02 0.00
```
Forces are in eV/Å.

---

No. 2
Density functional theory data (ωB97M-V/def2-TZVPD) for one molecule with the formula C3H3FO2 at a distorted geometry.

Properties
- E_tot (eV) = -9966.043
- M (g mol⁻¹) = 90.05
- F_max (eV Å⁻¹) = 5.21
- Kohn-Sham gap (eV) = 9.65
- HOMO level (eV) = -10.073

Geometry as XYZ:
```
9
Properties=species:S:1:pos:R:3:forces:R:3
C -0.422394 0.966259 -1.204205 0.53 4.19 0.91
C -0.037105 0.918554 0.206018 -0.83 -4.29 -2.83
O 0.287673 2.031893 -0.494359 -0.18 -0.97 -1.93
F -1.052132 0.997307 1.095457 0.34 0.01 0.76
O -0.596461 -1.404533 -0.157096 1.04 0.09 -0.13
C 0.579189 -0.610704 -0.042760 -0.51 0.66 3.61
H 1.154956 -0.824839 0.870228 -0.07 -0.51 -0.19
H -1.167518 -1.265956 0.608396 0.22 0.04 0.00
H 1.253794 -0.807981 -0.881680 -0.54 0.79 -0.20
```
Forces are in eV/Å.

---

No. 3
Density functional theory data (ωB97M-V/def2-TZVPD) for a 2-piece molecular cluster, C4H9N3 overall at a distorted geometry.

Properties
- E_tot (eV) = -8759.761
- M (g mol⁻¹) = 99.14
- F_max (eV Å⁻¹) = 2.67
- Kohn-Sham gap (eV) = 7.14
- HOMO level (eV) = -7.516

Geometry as XYZ:
```
16
Properties=species:S:1:pos:R:3:forces:R:3
C -0.824798 0.585775 -0.956322 0.08 -1.18 -0.56
C 0.270638 1.141401 -1.798380 0.17 -0.18 0.09
N -0.126784 1.219681 1.229796 -0.13 -0.52 -0.34
C 0.414761 0.050972 1.482733 -0.45 0.65 -0.64
C -0.190664 -2.045455 0.294191 0.11 0.00 -0.18
N 0.044139 -0.813789 0.199912 -0.36 2.24 1.40
N 1.137164 -0.358442 2.457353 -0.09 -0.69 -0.04
H -0.244249 1.826444 2.034746 0.34 -0.26 0.05
H 1.384836 -1.341897 2.420505 0.00 -0.01 -0.11
H -1.518366 1.296261 -0.535268 0.37 -0.17 0.47
H -1.380782 -0.228259 -1.407292 0.12 -0.11 -0.20
H -0.103903 -2.561713 1.255110 0.33 0.08 -0.14
H -0.465999 -2.629528 -0.580016 -0.33 0.10 -0.01
H -0.190590 1.638528 -2.662092 -0.04 0.00 0.14
H 0.872786 1.864216 -1.255528 -0.09 0.03 0.07
H 0.921811 0.355807 -2.179447 -0.03 0.02 -0.01
```
Forces are in eV/Å.

---

No. 4
Density functional theory data (ωB97M-V/def2-TZVPD) for C27H41N2PReSi2 as an isolated structure at a distorted geometry.

Properties
- multiplicity = 2
- E_tot (eV) = -58805.044
- M (g mol⁻¹) = 666.99
- F_max (eV Å⁻¹) = 1.00
- Kohn-Sham gap (spin up / spin down) (eV) = 6.61 / 7.01
- HOMO level (spin up / spin down) (eV) = -13.855 / -14.266
- total charge = +2

Geometry as XYZ:
```
74
Properties=species:S:1:pos:R:3:forces:R:3
Re -0.274817 0.028629 0.485397 0.09 0.01 1.00
N 1.383869 -0.050592 1.925722 -0.09 0.16 0.27
C 2.649195 -0.412776 1.243754 0.07 -0.02 0.00
C 2.305962 -1.539329 0.305052 0.11 -0.07 -0.01
N 1.213069 -1.043132 -0.582473 0.20 0.37 -0.38
H 1.496448 0.810169 2.459508 -0.02 0.03 -0.04
H 1.146552 -0.757349 2.622512 0.09 0.03 0.07
H 3.441630 -0.681821 1.941284 -0.08 -0.08 0.06
H 2.985819 0.454260 0.673788 0.00 0.03 0.04
H 1.934195 -2.408247 0.852227 -0.01 -0.01 0.01
H 3.179279 -1.852145 -0.265992 -0.08 -0.01 -0.13
H 0.851761 -1.798812 -1.161186 -0.05 0.00 -0.01
H 1.598796 -0.344766 -1.225813 0.12 -0.22 -0.17
C 1.837545 6.142682 1.399426 0.01 -0.01 0.00
C 1.198045 5.157717 2.141806 0.01 0.00 0.04
C 0.970791 3.912790 1.580956 0.07 -0.04 0.00
C 1.380662 3.650925 0.272784 0.21 -0.22 0.20
C 2.018062 4.639797 -0.473872 0.00 0.06 0.05
C 2.243114 5.884946 0.097764 0.02 -0.03 -0.02
P 0.825027 2.117815 -0.499175 -0.45 0.08 -0.49
C 1.804018 1.810483 -1.980978 0.09 0.10 0.03
C 3.197448 1.926891 -1.942025 0.01 -0.08 0.00
C 3.944989 1.660151 -3.079087 0.01 -0.03 0.03
C 3.310979 1.264181 -4.250707 -0.01 0.03 -0.02
C 1.929890 1.126597 -4.287753 -0.02 -0.01 0.01
C 1.173174 1.396602 -3.155549 0.01 0.02 0.01
C -0.886652 2.473284 -0.870379 -0.16 0.20 -0.08
C -1.512516 3.598622 -1.382687 0.00 -0.07 -0.08
C -2.892317 3.676032 -1.260974 -0.07 -0.04 0.05
C -3.610595 2.668148 -0.608640 0.05 0.12 -0.05
C -2.973425 1.547993 -0.104061 0.09 -0.08 0.08
C -1.582325 1.432145 -0.238492 -0.01 0.26 -0.29
H 2.019651 7.114761 1.837731 -0.01 0.00 -0.01
H 0.873717 5.362538 3.153257 0.02 0.00 0.00
H 0.451283 3.152492 2.156897 -0.04 0.02 -0.01
H 2.325118 4.456681 -1.495145 0.00 -0.02 0.00
H 2.735341 6.655110 -0.480702 0.00 0.00 0.01
H 3.696997 2.250726 -1.035207 0.00 0.04 -0.02
H 5.020915 1.772097 -3.054814 -0.01 0.00 0.00
H 3.895226 1.077760 -5.142040 0.00 -0.03 0.02
H 1.437836 0.824327 -5.202973 0.01 0.00 0.01
H 0.094842 1.301775 -3.186435 -0.01 0.03 -0.03
H -0.948411 4.399200 -1.845433 -0.01 0.00 0.02
H -3.418442 4.540667 -1.644247 0.00 -0.02 -0.01
H -4.682367 2.770761 -0.495443 0.01 0.00 0.00
H -3.544291 0.791952 0.411641 -0.02 -0.03 -0.04
C -1.703393 -0.979259 -2.899834 0.01 0.04 -0.08
Si -2.573525 -1.875181 -1.513442 0.12 0.12 0.00
C -2.469878 -3.706990 -1.791934 0.00 -0.15 -0.02
C -4.364380 -1.369119 -1.490099 -0.10 0.01 0.07
C -1.504649 -1.482268 0.072592 -0.23 -0.47 -0.03
Si -2.417411 -1.959496 1.749396 0.33 0.32 0.02
C -2.113323 -3.777843 1.937971 -0.05 -0.17 0.08
C -1.611266 -1.049643 3.199390 -0.02 0.02 0.03
C -4.220824 -1.545085 1.832270 -0.15 -0.03 -0.16
H -2.089491 -1.324721 -3.862974 0.03 0.01 0.02
H -0.623307 -1.151862 -2.896800 -0.01 0.03 -0.06
H -1.887866 0.095880 -2.832223 0.04 -0.01 0.01
H -3.024973 -3.952508 -2.701871 0.03 -0.01 0.01
H -2.921257 -4.280284 -0.980645 0.00 0.00 -0.02
H -1.445952 -4.064112 -1.928145 -0.01 0.01 0.01
H -4.648274 -1.139409 -2.521338 0.01 -0.02 0.01
H -4.604842 -0.497232 -0.887820 -0.01 0.02 -0.03
H -4.998283 -2.193285 -1.158535 0.01 0.02 0.00
H -0.775386 -2.304676 -0.084655 -0.17 -0.16 -0.06
H -1.069417 -4.056247 1.779996 0.00 0.01 0.02
H -2.724370 -4.365351 1.251861 0.02 0.00 0.00
H -2.388706 -4.079482 2.952611 0.02 -0.01 -0.02
H -0.656462 -1.500093 3.488799 -0.01 0.05 0.00
H -2.262546 -1.116638 4.075663 0.01 -0.05 -0.03
H -1.464477 0.023583 3.021570 -0.01 0.02 0.07
H -4.822259 -2.130731 1.137619 0.00 0.01 0.02
H -4.442738 -0.491791 1.664839 -0.03 0.00 0.06
H -4.559532 -1.785987 2.843817 0.02 -0.01 -0.01
```
Forces are in eV/Å.

---

No. 5
Density functional theory data (ωB97M-V/def2-TZVPD) for C36H29GeN2Tc as an isolated structure.

Properties
- E_tot (eV) = -99479.650
- M (g mol⁻¹) = 660.25
- F_max (eV Å⁻¹) = 0.41
- Kohn-Sham gap (eV) = 6.37
- HOMO level (eV) = -14.257
- total charge = +2

Geometry as XYZ:
```
69
Properties=species:S:1:pos:R:3:forces:R:3
Tc -1.129253 -0.076794 0.264195 -0.16 -0.38 -0.02
C -3.216108 -0.193530 -0.354848 0.03 0.00 -0.13
C -2.816834 -1.398898 0.306497 -0.11 -0.07 0.10
C -2.441311 -1.074425 1.642824 -0.07 -0.03 0.10
C -2.594034 0.335584 1.815343 0.06 0.07 0.07
C -3.086921 0.866612 0.582815 0.05 0.15 0.00
H -3.540295 -0.105887 -1.380124 -0.03 -0.02 0.02
H -2.781067 -2.381376 -0.141305 0.02 0.00 -0.01
H -2.052286 -1.758232 2.384062 0.00 -0.02 -0.03
H -2.386342 0.896057 2.712743 0.00 -0.02 0.01
H -3.285380 1.908127 0.383220 -0.02 -0.01 0.00
C 0.189985 4.802172 0.304734 0.02 0.03 0.00
C 1.552266 4.563581 0.410443 -0.03 0.05 0.02
C 2.054189 3.272152 0.352810 -0.02 -0.10 0.05
C 1.173665 2.218795 0.189958 -0.07 0.06 -0.08
C -0.184337 2.457657 -0.012025 -0.01 -0.01 0.20
C -0.684861 3.746399 0.080669 0.04 -0.08 -0.03
N 1.612404 0.869346 0.167619 0.25 -0.05 0.22
N 2.916477 0.520576 0.307593 -0.07 0.04 0.03
C 2.972383 -0.762394 -0.176488 0.06 -0.08 -0.03
C 4.119663 -1.550209 -0.404076 -0.09 0.05 0.05
C 3.913667 -2.810169 -0.893316 0.02 -0.01 0.00
C 2.612755 -3.321414 -1.145709 -0.03 -0.04 -0.03
C 1.495211 -2.563388 -0.944894 -0.04 -0.03 0.02
C 1.675364 -1.250750 -0.464113 -0.03 0.11 -0.07
H -0.189726 5.813720 0.345636 0.00 -0.01 0.01
H 2.237454 5.390403 0.539741 -0.01 0.00 0.00
H 3.112736 3.082166 0.437132 0.03 0.00 0.03
H -0.901009 1.718362 -0.455618 0.12 0.02 -0.20
H -1.735838 3.938554 -0.089712 0.00 0.00 0.01
H 5.110501 -1.158704 -0.228606 0.03 0.01 0.02
H 4.767395 -3.438618 -1.110124 -0.01 0.00 0.00
H 2.515861 -4.325456 -1.535792 0.00 0.00 0.01
H 0.510733 -2.949131 -1.175978 0.02 -0.01 -0.01
C 0.821447 -0.152630 -0.206575 0.19 0.22 -0.12
Ge 3.461800 0.378860 2.459771 -0.34 0.00 -0.02
C 2.334017 -1.083986 3.064286 0.05 -0.12 -0.03
C 2.437171 -2.375638 2.528711 -0.02 0.09 -0.03
C 1.679743 -3.420390 3.033802 0.02 0.01 -0.01
C 0.815671 -3.201956 4.099143 -0.01 -0.06 -0.01
C 0.724992 -1.940707 4.665158 0.01 0.07 0.04
C 1.480585 -0.890329 4.157081 0.02 0.02 -0.01
C 2.842597 2.058908 3.148409 0.00 0.06 -0.04
C 3.731358 3.057220 3.543118 0.06 -0.01 -0.04
C 3.249499 4.253207 4.060607 0.05 -0.01 0.00
C 1.883332 4.454349 4.188728 -0.01 0.03 0.00
C 0.987144 3.464949 3.799704 -0.05 -0.02 -0.02
C 1.467281 2.276040 3.282001 0.20 -0.07 0.00
C 5.315358 0.029096 2.241125 0.03 0.06 -0.01
C 5.863607 -1.139408 2.770158 0.07 0.03 -0.04
C 7.212219 -1.411736 2.582151 -0.04 -0.02 0.04
C 8.004823 -0.523613 1.870165 0.04 -0.01 -0.01
C 7.463019 0.645098 1.347915 -0.02 0.06 -0.02
C 6.119134 0.926332 1.534263 0.06 -0.06 -0.03
H 3.121786 -2.581446 1.716681 0.01 0.00 0.01
H 1.781079 -4.411050 2.609729 0.00 0.00 0.00
H 0.240596 -4.023347 4.507178 0.00 0.01 0.00
H 0.089123 -1.774600 5.525203 0.00 0.00 0.00
H 1.426184 0.069402 4.653629 -0.01 0.04 -0.04
H 4.801192 2.902380 3.457539 -0.01 0.01 0.01
H 3.941491 5.022531 4.376572 0.00 -0.01 -0.01
H 1.514577 5.383536 4.603491 0.00 -0.01 -0.01
H -0.077868 3.627213 3.908435 0.01 -0.01 0.00
H 0.795797 1.487097 2.968728 -0.25 0.06 0.04
H 5.248532 -1.834707 3.328892 -0.01 -0.01 0.00
H 7.643314 -2.314716 2.993530 0.00 0.01 0.00
H 9.055203 -0.738869 1.723925 -0.01 0.00 0.00
H 8.089770 1.334983 0.798556 0.00 -0.01 0.00
H 5.699220 1.833841 1.112484 0.01 -0.02 0.01
```
Forces are in eV/Å.

---

No. 6
Density functional theory data (ωB97M-V/def2-TZVPD) for C4H3AgFO6 as an isolated structure at a distorted geometry.

Properties
- multiplicity = 2
- E_tot (eV) = -23198.578
- M (g mol⁻¹) = 273.93
- F_max (eV Å⁻¹) = 2.29
- Kohn-Sham gap (spin up / spin down) (eV) = 6.23 / 7.55
- HOMO level (spin up / spin down) (eV) = 0.161 / -1.754
- total charge = -2

Geometry as XYZ:
```
15
Properties=species:S:1:pos:R:3:forces:R:3
O 3.132539 -1.012796 -0.219839 0.84 -0.16 -0.54
C 2.657187 0.116718 0.010471 -1.17 -0.79 1.36
O 3.026626 1.030455 0.735693 0.49 0.40 -0.22
O 1.343566 0.194025 -0.526701 -0.21 -0.16 -0.49
C 0.391626 0.989800 0.067274 0.64 0.03 0.00
O -1.761541 0.229674 0.726821 0.34 1.12 -0.50
C -2.643032 -0.842093 0.633118 -0.02 -2.02 1.09
C -0.963724 0.505250 -0.392701 -0.11 -0.20 -0.78
O -2.192514 -1.877756 0.105834 -0.30 0.38 -0.63
O -3.692490 -0.678888 1.273446 -0.40 0.39 -0.19
F 0.612083 2.297453 -0.356624 -0.19 0.79 -0.20
H 0.483522 1.021355 1.160369 -0.02 -0.15 -0.22
H -1.459814 1.223199 -1.062281 0.09 0.56 0.44
H -0.784871 -0.319292 -1.096987 -0.18 -0.45 0.85
Ag 1.850837 -2.877110 -1.057899 0.20 0.26 0.04
```
Forces are in eV/Å.